20
Properties=species:S:1:pos:R:3 method="wB97M-V/def2-TZVPD" charge=0 de_lowest_kj_mol=538.8 fmax_ev_per_a=6.12 smiles="CCC1=C(C(C)C)S1" homo_ev=-7.4
C 2.162 -0.066 1.129
C 2.315 -0.401 -0.317
C 1.277 0.202 -1.293
C -0.128 0.749 -0.755
C -1.529 0.333 -0.607
C -1.694 -1.152 -0.800
C -1.865 0.648 0.872
S 0.770 2.113 -0.905
H 3.091 -0.523 1.663
H 1.323 -0.401 1.571
H 2.201 1.098 1.272
H 2.137 -1.447 -0.501
H 3.239 -0.120 -0.835
H -2.113 0.926 -1.300
H -1.862 -1.387 -1.917
H -2.695 -1.424 -0.462
H -0.821 -1.793 -0.424
H -3.018 0.677 1.080
H -1.644 1.716 1.060
H -1.146 0.253 1.468